Record 1
The following is a DFT calculation (ωB97M-V with the def2-TZVPD basis set) of a molecular structure, C40H38CaIN3P2S3 in a non-equilibrium geometry.

Each line ends with the Löwdin charge.
Cartesian coordinates (Å):
1 Ca -0.4985 1.1404 0.6903  0.874
2 C 1.2210 4.7519 0.1060  -0.043
3 C 1.2252 4.0065 1.4153  -0.277
4 C 0.0424 3.8395 2.1350  -0.071
5 C 0.0281 3.1801 3.3651  -0.289
6 C -1.2676 3.0550 4.1274  -0.044
7 C 1.2226 2.6874 3.8724  -0.045
8 C 2.4151 2.8265 3.1688  -0.313
9 C 3.6954 2.2427 3.6950  -0.053
10 C 2.3999 3.4845 1.9436  -0.019
11 H 1.0137 4.0687 -0.7212  0.025
12 H 2.1889 5.2159 -0.0796  0.081
13 H 0.4554 5.5281 0.1062  0.082
14 H -0.8724 4.2926 1.7664  0.103
15 H -2.0638 2.6990 3.4702  0.056
16 H -1.5710 4.0240 4.5284  0.086
17 H -1.1683 2.3632 4.9636  0.076
18 H 1.2293 2.1849 4.8337  0.121
19 H 3.8627 1.2689 3.2277  0.058
20 H 3.6518 2.0915 4.7729  0.078
21 H 4.5461 2.8807 3.4567  0.080
22 H 3.3288 3.5992 1.3950  0.126
23 S 0.2719 1.6338 -1.8985  0.270
24 P -0.1000 -0.3861 -1.8989  0.412
25 C -0.4244 -1.1872 -0.4302  -0.604
26 P 0.9015 -1.5127 0.6155  0.376
27 S 1.5578 -0.0658 1.8659  0.280
28 C 0.2971 -2.8445 1.7204  -0.345
29 C 1.1622 -3.4513 2.6287  -0.093
30 C 0.6961 -4.4269 3.4944  -0.086
31 C -0.6387 -4.8081 3.4586  -0.096
32 C -1.5032 -4.2122 2.5528  -0.102
33 C -1.0374 -3.2291 1.6889  -0.109
34 C 2.3950 -2.2876 -0.0864  -0.355
35 C 2.2334 -3.4773 -0.7943  -0.086
36 C 3.3307 -4.0998 -1.3639  -0.080
37 C 4.5959 -3.5442 -1.2239  -0.090
38 C 4.7595 -2.3671 -0.5117  -0.086
39 C 3.6611 -1.7319 0.0483  -0.113
40 C 1.1606 -1.0251 -3.0611  -0.342
41 C 2.4384 -0.4754 -3.0902  -0.117
42 C 3.3783 -0.9533 -3.9890  -0.081
43 C 3.0482 -1.9756 -4.8670  -0.091
44 C 1.7792 -2.5325 -4.8342  -0.086
45 C 0.8400 -2.0661 -3.9278  -0.082
46 C -1.6515 -0.5755 -2.8626  -0.357
47 C -2.5822 -1.5369 -2.4813  -0.103
48 C -3.7781 -1.6678 -3.1740  -0.087
49 C -4.0528 -0.8375 -4.2512  -0.095
50 C -3.1218 0.1137 -4.6454  -0.088
51 C -1.9251 0.2423 -3.9566  -0.112
52 H 2.2034 -3.1488 2.6461  0.106
53 H 1.3742 -4.8944 4.1977  0.101
54 H -1.0044 -5.5759 4.1294  0.099
55 H -2.5420 -4.5166 2.5112  0.096
56 H -1.6920 -2.7605 0.9622  0.074
57 H 1.2400 -3.9029 -0.8851  0.114
58 H 3.1991 -5.0224 -1.9158  0.103
59 H 5.4514 -4.0310 -1.6754  0.100
60 H 5.7472 -1.9367 -0.3968  0.101
61 H 3.7768 -0.8185 0.6184  0.058
62 H 2.6754 0.3475 -2.4285  0.077
63 H 4.3704 -0.5195 -4.0066  0.104
64 H 3.7810 -2.3341 -5.5794  0.100
65 H 1.5162 -3.3254 -5.5236  0.101
66 H -0.1563 -2.4921 -3.9049  0.106
67 H -2.3549 -2.1698 -1.6327  0.081
68 H -4.4975 -2.4227 -2.8806  0.099
69 H -4.9884 -0.9329 -4.7884  0.099
70 H -3.3312 0.7550 -5.4928  0.100
71 H -1.1955 0.9822 -4.2630  0.085
72 I -5.1722 6.2573 -0.5320  0.835
73 C -3.7894 4.7118 -0.6439  -0.767
74 C -3.1299 4.2641 -1.7674  -0.143
75 N -2.3571 3.2444 -1.3674  -0.035
76 N -2.4655 3.0035 -0.0558  -0.016
77 C -3.3433 3.8894 0.3981  -0.219
78 H -3.1691 4.6014 -2.7890  0.121
79 H -1.6652 2.6978 -1.8966  0.001
80 H -3.6338 3.9068 1.4362  0.105
81 S -3.8884 -1.3999 3.3011  1.026
82 C -4.4142 -0.9944 1.7185  -0.378
83 C -3.5547 -0.1099 1.1575  -0.253
84 N -2.4930 0.2437 1.9529  -0.115
85 C -2.5300 -0.3759 3.0935  -0.472
86 H -5.3157 -1.4135 1.3042  0.070
87 H -3.6397 0.3068 0.1641  0.104
88 H -1.7880 -0.2574 3.8706  0.086

Atoms 1-2, force components in eV/Å:
-0.5 0.5 0.1
0.0 -0.1 0.1

Its total energy is -4564.05094 Ha. Its orbital gap is 7.4563 eV. The value obtained for the HOMO energy is -7.069 eV. The calculation puts the max |F| at 1.681 eV/Å. Its net charge is 0.

***

Record 2
The following is a DFT calculation (ωB97M-V with the def2-TZVPD basis set) of 5 unconnected molecules or ions with the total composition C32H72N5O3 in a non-equilibrium geometry.

Each line ends with the Löwdin charge.
Cartesian coordinates (Å):
1 N -19.0574 5.4560 -25.6433  -0.682
2 O -18.5330 6.5028 -25.8575  -0.049
3 O -18.7323 4.4676 -26.2797  -0.052
4 O -19.9738 5.3737 -24.7841  -0.073
5 C -21.5738 8.0833 -27.3930  -0.072
6 C -23.0197 7.5693 -27.2243  -0.202
7 C -23.0639 6.2120 -26.5532  -0.149
8 N -24.3810 5.9043 -25.9260  -0.242
9 C -24.5162 6.5854 -24.6273  0.010
10 C -24.6775 4.3415 -25.7156  -0.026
11 C -26.1637 4.1581 -25.9368  -0.158
12 C -26.7663 5.4001 -26.5158  -0.177
13 C -25.6184 6.3307 -26.8096  -0.077
14 H -21.2241 8.6601 -26.5367  0.085
15 H -21.5892 8.7804 -28.2308  0.071
16 H -20.7869 7.3893 -27.6884  0.044
17 H -23.5588 7.3516 -28.1464  0.106
18 H -23.6561 8.3394 -26.7882  0.113
19 H -22.3711 5.9565 -25.7514  0.122
20 H -22.8367 5.3854 -27.2263  0.123
21 H -23.7213 6.2576 -23.9574  0.117
22 H -25.4957 6.3583 -24.2065  0.121
23 H -24.4425 7.6694 -24.7140  0.112
24 H -24.1151 3.9320 -24.8765  0.146
25 H -24.2550 3.9203 -26.6279  0.119
26 H -26.6802 3.9228 -25.0062  0.127
27 H -26.4767 3.3711 -26.6229  0.130
28 H -27.4976 5.9271 -25.9028  0.123
29 H -27.4433 5.1998 -27.3463  0.132
30 H -25.8379 7.3980 -26.7808  0.143
31 H -25.3366 5.9789 -27.8020  0.134
32 C -15.3942 7.6287 -26.9273  -0.070
33 C -15.3271 9.1316 -27.3155  -0.179
34 C -16.5913 9.6223 -28.0764  -0.118
35 N -16.3093 10.9644 -28.8052  -0.222
36 C -15.1091 10.9946 -29.8114  0.053
37 C -17.6428 11.3082 -29.5088  -0.101
38 C -18.5999 11.8752 -28.4625  -0.175
39 C -17.7866 12.4166 -27.3314  -0.118
40 C -16.2506 12.1734 -27.8096  -0.030
41 H -14.6789 7.2699 -26.1873  0.048
42 H -15.2908 7.0247 -27.8287  0.075
43 H -16.3608 7.3235 -26.5265  0.051
44 H -14.5862 9.3466 -28.0855  0.090
45 H -15.2848 9.8112 -26.4642  0.109
46 H -17.4807 9.5337 -27.4526  0.137
47 H -16.8422 8.9360 -28.8852  0.121
48 H -14.1549 10.9204 -29.2898  0.102
49 H -15.1133 11.9282 -30.3739  0.108
50 H -15.2636 10.1656 -30.5021  0.111
51 H -17.2628 12.0220 -30.2396  0.129
52 H -18.0868 10.4407 -29.9970  0.130
53 H -19.1456 12.7398 -28.8403  0.131
54 H -19.2429 11.0336 -28.2051  0.107
55 H -17.9245 13.4950 -27.4108  0.116
56 H -18.1038 12.0476 -26.3561  0.120
57 H -15.9130 13.0526 -28.3584  0.131
58 H -15.6035 12.0172 -26.9465  0.122
59 C -15.4215 3.9595 -30.1019  -0.082
60 C -16.8454 4.3186 -30.4771  -0.237
61 C -17.9672 3.6333 -29.7200  -0.092
62 N -19.4134 4.1396 -30.0003  -0.229
63 C -19.4885 5.6400 -29.5506  0.034
64 C -20.4810 3.3805 -29.2780  -0.097
65 C -20.6296 2.1364 -30.2055  -0.125
66 C -20.3237 2.6314 -31.6227  -0.151
67 C -19.9531 4.0533 -31.4827  -0.084
68 H -14.7504 4.4713 -30.7917  0.086
69 H -15.2321 2.9018 -30.2855  0.090
70 H -15.0877 4.2525 -29.1065  0.068
71 H -16.9410 3.8502 -31.4566  0.112
72 H -16.9216 5.3944 -30.6353  0.103
73 H -17.8101 3.4728 -28.6534  0.130
74 H -17.9555 2.5954 -30.0527  0.132
75 H -18.8662 6.2278 -30.2254  0.092
76 H -19.0802 5.5346 -28.5455  0.080
77 H -20.5204 5.9892 -29.5154  0.088
78 H -21.4003 3.9662 -29.2770  0.125
79 H -20.0294 3.1890 -28.3046  0.128
80 H -21.6533 1.7674 -30.1413  0.117
81 H -20.0362 1.2957 -29.8459  0.121
82 H -21.2025 2.5492 -32.2622  0.134
83 H -19.4196 2.1265 -31.9628  0.125
84 H -20.8710 4.6402 -31.5164  0.135
85 H -19.1699 4.4882 -32.1036  0.135
86 C -13.5187 4.8749 -25.5931  -0.088
87 C -14.0728 4.7697 -24.1516  -0.189
88 C -15.3641 5.6123 -23.8666  -0.082
89 N -16.0154 5.6014 -22.3908  -0.203
90 C -14.9426 5.6056 -21.2633  0.071
91 C -17.0361 4.4269 -22.2088  -0.034
92 C -18.1743 4.9927 -21.2821  -0.151
93 C -18.0263 6.4625 -21.3002  -0.173
94 C -17.0129 6.7298 -22.4223  -0.129
95 H -12.6711 5.5523 -25.6971  0.082
96 H -14.1527 5.1158 -26.4464  0.048
97 H -13.0752 3.9370 -25.9274  0.080
98 H -13.3232 5.1498 -23.4575  0.099
99 H -14.2708 3.7404 -23.8525  0.112
100 H -16.1806 5.4593 -24.5722  0.108
101 H -15.1625 6.6610 -24.0850  0.108
102 H -14.5862 6.6311 -21.1667  0.107
103 H -14.1400 4.9218 -21.5394  0.097
104 H -15.4811 5.5116 -20.3203  0.108
105 H -16.5383 3.4882 -21.9656  0.138
106 H -17.5314 4.3768 -23.1785  0.114
107 H -18.1988 4.7129 -20.2289  0.121
108 H -19.1663 4.7441 -21.6590  0.119
109 H -17.7069 6.8597 -20.3367  0.120
110 H -18.9794 6.9325 -21.5429  0.127
111 H -16.5577 7.7202 -22.4240  0.139
112 H -17.6202 6.7044 -23.3271  0.115

Atoms 1-2, force components in eV/Å:
-2.6 -1.8 1.4
2.0 4.0 -0.6

Its total energy is -1760.83991 Ha. Its orbital gap is 8.7034 eV. The value obtained for the HOMO energy is -14.638 eV. The calculation puts the max |F| at 4.498 eV/Å. Its net charge is +3.

***

Record 3
The following is a DFT calculation (ωB97M-V with the def2-TZVPD basis set) of a molecular structure, C14H26Cl2O2Pt in a non-equilibrium geometry.

Each line ends with the Löwdin charge.
Cartesian coordinates (Å):
1 C 0.0645 -1.7547 -2.3570  -0.219
2 C 0.8943 -0.7135 -2.6942  -0.297
3 C 0.1389 0.4637 -2.6272  -0.249
4 C 2.3250 -0.8063 -3.0921  -0.076
5 C -1.1697 0.1378 -2.3184  -0.254
6 C -1.2465 -1.2447 -2.1602  -0.167
7 C -2.4705 -2.0548 -1.9062  -0.040
8 C 0.4342 -3.1883 -2.1856  -0.050
9 C 0.6775 1.8329 -2.8561  -0.054
10 C -2.3369 1.0649 -2.2155  -0.072
11 Pt 0.4123 -0.0891 1.8913  0.739
12 Cl 1.8207 0.0179 0.2725  -0.003
13 Cl 1.5010 -1.7115 3.1855  -0.215
14 O -1.1703 0.3862 0.7403  -0.441
15 H 2.6892 -1.8247 -3.0197  0.051
16 H 2.9622 -0.1478 -2.4792  0.053
17 H 2.4433 -0.4735 -4.1495  0.073
18 H 1.4608 2.1135 -2.0950  0.077
19 H -0.1278 2.6015 -2.7909  0.058
20 H 1.1685 1.9343 -3.8648  0.077
21 H -2.0126 2.1146 -2.3839  0.057
22 H -2.8175 0.9866 -1.2408  0.055
23 H -3.0939 0.8329 -2.9998  0.071
24 H -3.3066 -1.3889 -1.6564  0.063
25 H -2.2816 -2.7657 -1.0641  0.031
26 H -2.7405 -2.6588 -2.7808  0.076
27 H 1.5237 -3.3446 -2.3487  0.056
28 H -0.1091 -3.8321 -2.9224  0.078
29 H 0.1409 -3.4961 -1.1406  0.067
30 H -1.9748 0.0675 1.0629  -0.069
31 O -1.4955 -3.9112 0.2393  -0.630
32 H -1.5761 -3.0301 0.8064  -0.091
33 C 1.6195 2.8186 4.1855  -0.139
34 C 0.9949 1.4905 4.0003  -0.593
35 C -0.0240 1.0392 5.0840  -0.100
36 C 0.2739 1.6932 2.6726  -0.424
37 H 0.8407 3.5892 4.1537  0.078
38 H 2.3167 3.0096 3.3499  0.082
39 H 2.1681 2.8425 5.1234  0.058
40 H 1.7597 0.6895 3.9263  0.045
41 H -0.8922 1.6864 5.0857  0.060
42 H -0.3342 0.0036 4.9480  0.044
43 H 0.4850 1.1092 6.0593  0.065
44 H -0.8362 1.7897 2.6633  0.053
45 H 0.9010 2.1208 1.8989  0.015

Atoms 1-2, force components in eV/Å:
1.9 -0.8 -0.6
0.7 -2.5 0.1

Its total energy is -1738.99956 Ha. Its orbital gap (spin up / spin down) is 4.7017 / 4.9451 eV. The value obtained for the HOMO energy (spin up / spin down) is 0.051 / -0.348 eV. The calculation puts the max |F| at 4.567 eV/Å. Its spin multiplicity is 5. Its net charge is -2.

***

Record 4
The following is a DFT calculation (ωB97M-V with the def2-TZVPD basis set) of a molecular structure, C34H30MnNO4P2 in a non-equilibrium geometry.

Each line ends with the Löwdin charge.
Cartesian coordinates (Å):
1 Mn 11.8660 11.8541 8.5144  0.820
2 C 12.7243 10.3698 4.8469  -0.256
3 C 11.4851 9.8299 5.6225  -0.295
4 P 11.7954 9.6422 7.4492  1.016
5 C 13.2692 8.6820 7.6924  -0.386
6 C 14.2254 9.0767 8.6052  -0.116
7 C 15.4323 8.4068 8.8846  -0.058
8 C 15.7061 7.3196 8.1052  -0.057
9 C 14.7930 6.9263 7.1219  -0.052
10 C 13.5916 7.5715 6.9123  -0.075
11 C 10.4107 8.7121 8.0688  -0.391
12 C 10.3724 8.4941 9.4244  -0.079
13 C 9.3468 7.6650 9.9159  -0.030
14 C 8.4616 6.9823 9.0778  -0.011
15 C 8.5829 7.2787 7.7220  -0.052
16 C 9.4751 8.1971 7.2040  -0.081
17 C 12.9817 11.8564 5.0064  -0.297
18 P 13.4342 12.4810 6.6393  1.033
19 C 15.1089 12.0617 7.0003  -0.369
20 C 15.8382 11.3470 6.0829  -0.096
21 C 17.1556 10.8844 6.2971  -0.012
22 C 17.7164 11.1389 7.5628  -0.064
23 C 17.0444 11.8813 8.4785  -0.070
24 C 15.7121 12.3267 8.2768  -0.040
25 C 13.1973 14.1783 6.6615  -0.382
26 C 14.1814 15.1323 6.3381  -0.026
27 C 13.8040 16.4894 6.3549  -0.045
28 C 12.5248 16.8859 6.6688  -0.040
29 C 11.5348 15.9510 6.9475  -0.035
30 C 11.8907 14.6188 6.9588  -0.109
31 H 12.5127 10.2336 3.7900  0.121
32 H 13.6573 9.7443 5.0961  0.125
33 H 11.1701 8.8685 5.1500  0.102
34 H 10.5633 10.4633 5.5892  0.111
35 H 14.0516 9.9664 9.2162  0.087
36 H 16.1225 8.8122 9.6735  0.139
37 H 16.6186 6.7193 8.3379  0.138
38 H 15.0058 6.0177 6.5421  0.127
39 H 12.8715 7.2113 6.1513  0.131
40 H 11.1429 8.8668 10.0988  0.114
41 H 9.3100 7.5551 10.9626  0.101
42 H 7.7218 6.2585 9.3154  0.114
43 H 7.8971 6.8253 7.0084  0.123
44 H 9.3766 8.3218 6.1622  0.093
45 H 12.1615 12.4544 4.6283  0.111
46 H 13.8212 12.2541 4.4454  0.101
47 H 15.4464 11.1398 5.1027  0.092
48 H 17.7066 10.3410 5.5033  0.132
49 H 18.7381 10.8151 7.8034  0.131
50 H 17.5041 12.1188 9.4465  0.126
51 H 15.0994 12.7906 9.0799  0.108
52 H 15.1741 14.8892 5.9160  0.132
53 H 14.5493 17.2531 6.0944  0.129
54 H 12.3002 17.9493 6.7000  0.128
55 H 10.5339 16.2654 7.2301  0.126
56 H 11.1840 13.8788 7.2135  0.061
57 O 12.6709 13.0720 9.8434  -0.138
58 C 12.1867 14.1984 10.2056  -0.098
59 C 10.8417 14.5929 10.1277  -0.114
60 C 10.4964 15.8473 10.7033  0.093
61 C 9.1966 16.2522 10.6482  -0.142
62 C 8.1964 15.3908 10.1513  0.086
63 C 8.5394 14.1583 9.6211  0.029
64 C 9.8397 13.7529 9.5407  -0.323
65 O 10.1173 12.6469 8.8776  -0.175
66 N 8.8168 17.5690 11.0371  -0.359
67 O 9.5447 18.1185 11.8066  0.134
68 O 7.7598 17.9968 10.5650  0.102
69 H 12.9342 14.8436 10.5780  0.141
70 H 11.2350 16.5050 11.1349  0.144
71 H 7.1947 15.7756 10.0417  0.136
72 H 7.7569 13.5707 9.1528  0.140

Atoms 1-2, force components in eV/Å:
-0.2 0.3 0.0
0.5 -0.8 0.3

Its total energy is -3502.41401 Ha. Its orbital gap (spin up / spin down) is 5.5930 / 7.7635 eV. The value obtained for the HOMO energy (spin up / spin down) is -14.335 / -14.481 eV. The calculation puts the max |F| at 3.167 eV/Å. Its spin multiplicity is 5. Its net charge is +2.

***

- The lowest net charge belongs to which entry?
  C14H26Cl2O2Pt